1.
C16H22N3O | the ωB97M-V functional and the def2-TZVPD basis

Last column: Löwdin charge in e.
Positions of all 42 atoms, in Å:
1 C 1.6145 -2.3625 0.6787  0.0190
2 N 2.7013 -1.4304 0.4375  -0.0317
3 C 4.0330 -1.8188 0.3371  0.0135
4 C 4.7809 -0.6941 0.3454  0.0156
5 N 3.9030 0.3792 0.4274  -0.0279
6 C 4.3427 1.7548 0.4874  0.0235
7 C 2.6305 -0.0764 0.4325  -0.0907
8 C 1.4349 0.7653 0.4788  -0.2940
9 C 0.1928 0.1893 -0.0392  -0.0810
10 C -0.9644 0.6395 0.4945  0.0000
11 C -2.1089 -0.1858 0.8583  -0.2242
12 C -2.6331 0.0102 2.1542  -0.0256
13 C -3.6739 -0.7797 2.6242  -0.0625
14 C -4.3022 -1.6868 1.7541  -0.0606
15 C -3.8423 -1.8305 0.4365  -0.0624
16 C -2.6839 -1.1638 0.0160  -0.0319
17 O 1.4806 1.9059 0.9977  0.0505
18 H 0.7655 -2.1724 0.0159  0.0790
19 H 2.0149 -3.3579 0.4626  0.1054
20 H 1.2649 -2.3155 1.7237  0.1248
21 H 4.3343 -2.8497 0.2598  0.1397
22 H 5.8504 -0.5731 0.3168  0.1438
23 H 3.4878 2.3947 0.7174  0.0887
24 H 5.1028 1.8438 1.2708  0.1142
25 H 4.7956 2.0372 -0.4704  0.1136
26 H 0.2502 -0.5242 -0.8649  0.1163
27 H -0.9752 1.6562 0.9042  0.1485
28 H -2.1680 0.7670 2.7881  0.1220
29 H -4.0146 -0.6762 3.6544  0.1129
30 H -5.1606 -2.2652 2.1028  0.1125
31 H -4.3835 -2.4608 -0.2751  0.1123
32 H -2.2313 -1.3571 -0.9619  0.1061
33 C -0.4167 1.7905 -2.8507  -0.1101
34 N -1.4594 1.0950 -2.1327  -0.2055
35 C -2.7564 1.7131 -2.0517  -0.1153
36 H 0.4967 1.8084 -2.2460  0.0602
37 H -0.1890 1.2866 -3.8037  0.0858
38 H -0.7319 2.8238 -3.0403  0.0851
39 H -1.5064 0.1049 -2.3665  0.0937
40 H -3.1361 1.6356 -1.0276  0.0648
41 H -2.6649 2.7712 -2.3282  0.0845
42 H -3.4745 1.2088 -2.7181  0.0876

Summary:
Charge: +1
Energy in a.u.: -862.0848
Kohn-Sham gap in eV: 6.67

2.
C16H23AlF2PS | the ωB97M-V functional and the def2-TZVPD basis

Last column: Löwdin charge in e.
Positions of all 44 atoms, in Å:
1 C 2.9373 -5.2652 3.1215  -0.1246
2 C 4.0038 -4.1726 2.8991  -0.2708
3 C 3.5058 -2.9697 2.0409  -0.2933
4 C 3.3501 -1.6647 2.9187  -0.3302
5 Al 1.4177 -1.0395 3.1105  0.1154
6 P -0.1818 -2.7484 2.9164  0.0978
7 S -0.4188 -3.5058 1.1141  -0.1384
8 H 2.5845 -5.6883 2.1811  0.0674
9 H 2.0722 -4.9054 3.6825  0.0382
10 H 3.3925 -6.0519 3.7371  0.0572
11 H 4.3680 -3.8412 3.8727  0.0850
12 H 4.8315 -4.6418 2.3538  0.0873
13 H 2.5630 -3.2156 1.5468  0.0356
14 H 4.2736 -2.7801 1.2826  0.0812
15 H 3.8597 -1.7719 3.8837  0.0193
16 H 3.8782 -0.8725 2.3663  0.0231
17 H 1.2373 -0.4393 4.6069  -0.1279
18 H 1.1825 0.1702 2.0918  -0.1035
19 H 0.0689 -3.8099 3.8341  -0.1057
20 H -1.4394 -2.1749 3.3055  -0.0944
21 F -1.0999 1.2564 2.7084  0.0341
22 C -1.3809 2.0216 1.6514  -0.2890
23 C -2.2647 3.0763 1.8002  -0.0234
24 C -2.5563 3.8754 0.7032  -0.1003
25 C -1.9709 3.6063 -0.5278  -0.1135
26 C -1.0875 2.5398 -0.6623  -0.0746
27 C -0.7852 1.7431 0.4341  -0.0043
28 H -2.7160 3.2644 2.7657  0.1119
29 H -3.2409 4.7073 0.8085  0.0957
30 H -2.2052 4.2300 -1.3818  0.0786
31 H -0.6339 2.3264 -1.6209  0.0829
32 H -0.0957 0.9138 0.3556  0.0899
33 F -0.0094 1.6433 -4.0641  0.0669
34 C -1.1461 1.9800 -4.6932  -0.2819
35 C -1.5568 1.2415 -5.7875  -0.0155
36 C -2.7348 1.5903 -6.4338  -0.0879
37 C -3.4807 2.6744 -5.9861  -0.1031
38 C -3.0513 3.4081 -4.8874  -0.0796
39 C -1.8795 3.0572 -4.2320  -0.0162
40 H -0.9588 0.4052 -6.1246  0.1172
41 H -3.0712 1.0162 -7.2866  0.1013
42 H -4.3971 2.9460 -6.4940  0.0968
43 H -3.6294 4.2539 -4.5398  0.1036
44 H -1.5344 3.6115 -3.3710  0.0918

Summary:
Charge: -1
Energy in a.u.: -1805.2071
Kohn-Sham gap in eV: 6.55

3.
C16H23AsN5PtS3 | the ωB97M-V functional and the def2-TZVPD basis

Last column: Löwdin charge in e.
Positions of all 49 atoms, in Å:
1 Pt -0.1112 0.4068 -0.2404  0.4027
2 C 2.0902 2.2214 -2.0087  -0.0534
3 C 2.7114 1.4883 -0.8280  -0.3366
4 C 4.1447 1.5577 -0.7364  0.0115
5 C 4.7793 1.0115 0.3634  0.0244
6 C 4.0533 0.3329 1.3676  -0.1522
7 C 4.6997 -0.2375 2.5273  -0.0208
8 C 3.9136 -0.8195 3.4534  -0.0652
9 C 2.4832 -0.8720 3.2932  -0.0896
10 C 1.8605 -0.3734 2.1886  -0.5519
11 S 0.0662 -0.4333 1.9129  0.5275
12 C 2.6869 0.2760 1.2214  -0.2327
13 N 2.0599 0.8826 0.1287  -0.0228
14 H 2.5423 3.2176 -1.9221  0.0940
15 H 1.0219 2.3220 -1.8932  0.0329
16 H 2.3724 1.7053 -2.9503  0.0936
17 H 4.7410 2.0419 -1.5143  0.1246
18 H 5.8128 0.9703 0.4241  0.1008
19 H 5.7736 -0.1492 2.6276  0.1200
20 H 4.3875 -1.2158 4.4110  0.1372
21 H 1.7677 -1.1997 4.0749  0.1157
22 C -2.4216 -5.0291 -1.5908  0.0011
23 C -1.9120 -3.7462 -2.2000  -0.2964
24 N -2.2666 -3.3096 -3.3839  0.1190
25 N -1.5628 -2.1616 -3.5893  0.0492
26 C -0.6368 -1.9079 -2.5769  -0.7088
27 S 0.6922 -0.8480 -2.3860  0.6183
28 N -0.9531 -2.9075 -1.7156  -0.1038
29 N -0.2292 -3.1838 -0.5355  0.1389
30 H -1.8234 -5.3327 -0.6972  0.0832
31 H -2.4102 -5.8813 -2.2485  0.0759
32 H -3.4691 -4.8725 -1.1690  0.1088
33 H -1.9141 -1.5177 -4.2953  0.1667
34 H -0.4438 -2.4544 0.0751  -0.0070
35 H 0.7322 -3.0834 -0.8008  0.0741
36 C -3.7321 0.9951 1.6754  -0.2508
37 As -2.9834 2.2297 0.4435  0.7411
38 C -4.3547 3.3945 -0.3308  -0.2120
39 C -1.6835 3.1146 1.4925  -0.2710
40 S -2.1981 1.0238 -1.1970  0.0777
41 H -3.0468 0.3134 2.0986  0.0121
42 H -4.4738 0.4386 1.1180  0.0416
43 H -4.2407 1.6295 2.4273  0.0637
44 H -5.2332 3.8746 0.3576  0.1192
45 H -4.8886 2.4836 -1.0372  0.1174
46 H -3.9675 3.9570 -0.9241  -0.1194
47 H -2.2353 3.8420 2.1113  0.0579
48 H -0.8655 3.5539 0.9055  0.0494
49 H -1.3355 2.2514 2.0721  -0.0058

Summary:
Charge: +1
Energy in a.u.: -4446.6463
Kohn-Sham gap (alpha / beta) in eV: 7.42 / 6.38
Spin multiplicity: 3